{"formula": "C29H27BBrN6O4SbTa", "method": "the ωB97M-V functional and the def2-TZVPD basis", "spin_multiplicity": 1, "homo_lumo_gap_ev": 5.713, "max_force_ev_per_a": 1.993, "energy_ha": -4645.8762, "e_above_lowest_ev": 1.971, "charge": 3, "symbols": ["Ta", "O", "C", "C", "C", "N", "C", "Br", "C", "H", "H", "H", "H", "B", "N", "C", "C", "C", "N", "N", "C", "C", "C", "N", "H", "H", "H", "H", "H", "H", "H", "H", "C", "C", "C", "C", "C", "C", "Sb", "C", "C", "C", "C", "C", "C", "C", "C", "C", "C", "C", "C", "H", "H", "H", "H", "H", "H", "H", "H", "H", "H", "H", "H", "H", "H", "H", "O", "N", "O", "O"], "positions_angstrom": [[0.046, -0.088, -0.539], [3.223, -3.962, 3.384], [2.711, -3.136, 2.497], [3.437, -2.506, 1.478], [2.784, -1.663, 0.612], [1.461, -1.417, 0.712], [0.807, -2.034, 1.694], [-1.048, -1.575, 1.703], [1.329, -2.887, 2.613], [4.174, -4.110, 3.271], [4.501, -2.669, 1.365], [3.314, -1.160, -0.186], [0.747, -3.350, 3.398], [1.417, -1.037, -2.877], [0.846, -2.297, -2.196], [1.005, -3.601, -2.408], [0.072, -4.296, -1.642], [-0.634, -3.325, -0.963], [-0.161, -2.102, -1.296], [0.198, -0.276, -3.431], [-0.332, -0.123, -4.631], [-1.577, 0.507, -4.502], [-1.740, 0.719, -3.161], [-0.641, 0.248, -2.488], [2.205, -1.312, -3.725], [1.882, -0.296, -1.956], [1.747, -3.957, -3.106], [-0.082, -5.361, -1.607], [-1.467, -3.442, -0.293], [0.190, -0.467, -5.511], [-2.266, 0.754, -5.292], [-2.570, 1.156, -2.641], [-5.065, 4.143, -3.024], [-3.800, 4.578, -3.391], [-2.674, 4.123, -2.713], [-2.838, 3.223, -1.664], [-4.113, 2.796, -1.278], [-5.226, 3.255, -1.965], [-1.220, 2.669, -0.465], [0.377, 3.751, -1.277], [1.040, 4.719, -0.530], [2.109, 5.398, -1.103], [2.512, 5.098, -2.396], [1.841, 4.131, -3.138], [0.773, 3.445, -2.580], [-1.745, 3.325, 1.419], [-1.879, 4.704, 1.583], [-2.331, 5.191, 2.801], [-2.650, 4.310, 3.827], [-2.526, 2.939, 3.648], [-2.069, 2.436, 2.438], [-5.934, 4.504, -3.557], [-3.683, 5.284, -4.203], [-1.696, 4.484, -3.005], [-4.251, 2.119, -0.440], [-6.215, 2.935, -1.666], [0.729, 4.966, 0.479], [2.623, 6.163, -0.536], [3.348, 5.626, -2.834], [2.147, 3.921, -4.155], [0.236, 2.716, -3.178], [-1.660, 5.397, 0.779], [-2.441, 6.257, 2.945], [-3.004, 4.697, 4.773], [-2.790, 2.262, 4.450], [-1.976, 1.365, 2.305], [1.694, 1.082, -0.329], [1.427, 1.524, 0.923], [2.000, 2.369, 1.449], [0.427, 0.829, 1.379]], "lowdin_charge": [1.76, 0.18, -0.26, 0.07, -0.06, -0.13, -0.63, 1.03, 0.04, 0.16, 0.15, 0.13, 0.15, -0.37, -0.07, 0.01, 0.02, -0.12, -0.16, -0.06, 0.03, 0.03, -0.10, -0.20, 0.12, 0.09, 0.15, 0.13, 0.09, 0.16, 0.13, 0.08, -0.03, -0.04, -0.10, -0.42, -0.13, -0.04, 1.62, -0.39, -0.11, -0.03, -0.03, -0.04, -0.14, -0.40, -0.11, -0.03, -0.03, -0.05, -0.14, 0.13, 0.12, 0.10, 0.11, 0.12, 0.10, 0.13, 0.13, 0.12, 0.09, 0.11, 0.13, 0.13, 0.12, 0.06, -0.19, -0.43, 0.31, -0.27]}


{"formula": "C29H27BrCdN3OSTe", "method": "the ωB97M-V functional and the def2-TZVPD basis", "spin_multiplicity": 1, "homo_lumo_gap_ev": 6.222, "max_force_ev_per_a": 1.659, "energy_ha": -4768.7677, "e_above_lowest_ev": 0.425, "charge": -1, "symbols": ["Cd", "C", "C", "C", "C", "C", "C", "C", "C", "C", "C", "H", "H", "H", "H", "H", "H", "H", "H", "H", "H", "H", "H", "H", "H", "H", "Br", "C", "C", "C", "C", "C", "C", "N", "N", "C", "C", "C", "C", "O", "C", "N", "C", "C", "C", "C", "H", "H", "H", "H", "H", "H", "H", "H", "H", "Te", "C", "C", "C", "C", "S", "H", "H", "H"], "positions_angstrom": [[-0.829, 0.942, 0.289], [-1.662, -2.012, 1.398], [-1.406, -0.964, 2.263], [-2.325, 0.120, 1.962], [-3.192, -0.389, 0.922], [-2.758, -1.656, 0.564], [-3.375, -2.528, -0.491], [-4.375, 0.341, 0.348], [-2.828, 1.052, 3.060], [-0.394, -0.964, 3.371], [-0.883, -3.290, 1.344], [-2.860, -2.429, -1.451], [-4.423, -2.268, -0.641], [-3.325, -3.576, -0.193], [-4.480, 0.128, -0.717], [-4.270, 1.421, 0.466], [-5.302, 0.036, 0.845], [-2.752, 0.538, 4.021], [-3.880, 1.282, 2.895], [-2.285, 1.997, 3.150], [0.607, -1.123, 2.974], [-0.603, -1.771, 4.078], [-0.403, -0.020, 3.915], [0.009, -3.164, 0.727], [-1.476, -4.100, 0.920], [-0.560, -3.586, 2.343], [6.089, 2.513, -6.185], [6.277, 2.328, -4.291], [5.873, 1.151, -3.681], [5.974, 1.037, -2.312], [6.507, 2.082, -1.537], [6.929, 3.252, -2.194], [6.803, 3.378, -3.558], [6.871, 1.878, -0.236], [6.244, 1.275, 0.661], [4.909, 1.051, 0.701], [4.508, -0.108, 1.387], [3.222, -0.568, 1.340], [2.190, 0.131, 0.662], [1.039, -0.356, 0.494], [2.538, 1.466, 0.180], [1.519, 2.245, -0.221], [1.782, 3.441, -0.703], [3.067, 3.983, -0.721], [4.114, 3.233, -0.242], [3.888, 1.904, 0.163], [5.476, 0.342, -4.275], [5.672, 0.123, -1.821], [7.349, 4.058, -1.612], [7.126, 4.282, -4.059], [5.283, -0.689, 1.873], [2.962, -1.516, 1.788], [0.940, 4.020, -1.067], [3.221, 4.990, -1.073], [5.094, 3.677, -0.145], [-1.539, 1.047, -2.328], [-1.722, 3.136, -2.480], [-1.722, 4.084, -1.501], [-1.903, 5.403, -1.980], [-2.055, 5.453, -3.325], [-1.959, 3.880, -4.028], [-1.602, 3.842, -0.451], [-1.920, 6.276, -1.346], [-2.199, 6.306, -3.960]], "lowdin_charge": [1.20, -0.26, -0.32, -0.38, -0.36, -0.26, -0.05, -0.09, -0.08, -0.06, -0.04, 0.07, 0.07, 0.06, 0.05, 0.06, 0.07, 0.07, 0.06, 0.06, 0.05, 0.07, 0.07, 0.07, 0.06, 0.07, 0.68, -0.69, -0.13, -0.01, -0.32, -0.04, -0.14, 0.03, 0.05, -0.28, -0.03, -0.03, -0.38, -0.16, -0.16, 0.06, -0.13, -0.04, -0.01, -0.09, 0.10, 0.12, 0.11, 0.10, 0.11, 0.10, 0.09, 0.10, 0.10, 0.60, -1.09, -0.32, -0.23, -0.45, 0.88, 0.07, 0.09, 0.05]}


{"formula": "C29H27BrCeN7O2S3Se", "method": "the ωB97M-V functional and the def2-TZVPD basis", "spin_multiplicity": 1, "homo_lumo_gap_ev": [5.003, 5.043], "max_force_ev_per_a": 4.867, "energy_ha": -8300.0548, "e_above_lowest_ev": 0.616, "charge": 1, "symbols": ["Ce", "C", "S", "C", "S", "N", "N", "C", "C", "C", "C", "C", "C", "N", "H", "H", "H", "H", "H", "H", "H", "H", "C", "C", "C", "C", "C", "C", "C", "C", "C", "S", "C", "N", "H", "H", "H", "H", "H", "H", "H", "H", "Br", "C", "C", "C", "C", "C", "N", "C", "O", "O", "H", "H", "H", "C", "N", "C", "C", "N", "C", "C", "Se", "H", "H", "H", "H", "H", "H", "H", "H"], "positions_angstrom": [[0.204, 1.106, -1.183], [2.601, 5.308, -3.564], [2.772, 5.553, -1.784], [2.241, 4.074, -0.994], [2.694, 2.566, -1.737], [1.463, 4.290, 0.060], [0.645, 3.149, 0.360], [-0.226, 3.457, 1.339], [-1.252, 2.602, 1.736], [-2.198, 3.037, 2.657], [-3.294, 2.215, 2.959], [-3.272, 0.908, 2.471], [-2.286, 0.537, 1.557], [-1.336, 1.385, 1.129], [2.912, 6.241, -4.045], [1.589, 5.016, -3.742], [3.252, 4.490, -3.851], [-0.166, 4.472, 1.773], [-2.163, 4.082, 3.001], [-4.088, 2.550, 3.634], [-3.978, 0.128, 2.702], [-2.282, -0.479, 1.168], [3.377, -0.118, 0.705], [3.065, -1.070, -0.393], [3.765, -2.294, -0.414], [3.501, -3.264, -1.341], [2.562, -2.958, -2.371], [2.099, -3.915, -3.303], [1.233, -3.522, -4.328], [0.863, -2.165, -4.466], [1.317, -1.183, -3.564], [1.036, 0.504, -3.933], [2.051, -1.630, -2.436], [2.170, -0.763, -1.358], [3.083, 0.924, 0.537], [4.461, -0.131, 0.935], [2.865, -0.474, 1.619], [4.466, -2.497, 0.383], [4.038, -4.174, -1.377], [2.509, -4.933, -3.213], [0.811, -4.277, -5.006], [0.247, -1.775, -5.297], [-0.973, 4.185, -2.437], [-2.382, 2.890, -2.339], [-3.713, 3.284, -2.490], [-4.689, 2.313, -2.382], [-4.324, 0.967, -2.108], [-2.955, 0.650, -2.017], [-2.043, 1.645, -2.099], [-2.487, -0.700, -1.761], [-3.188, -1.701, -1.882], [-1.168, -0.735, -1.331], [-3.961, 4.340, -2.710], [-5.726, 2.636, -2.571], [-5.079, 0.209, -1.930], [-0.729, -4.980, 2.620], [-0.456, -3.945, 3.576], [-0.379, -3.989, 4.951], [0.096, -2.748, 5.386], [0.217, -1.968, 4.261], [0.754, -0.622, 4.212], [-0.059, -2.698, 3.132], [0.082, -2.134, 1.444], [-1.213, -5.848, 3.068], [0.176, -5.360, 2.164], [-1.358, -4.575, 1.791], [-0.646, -4.870, 5.507], [0.266, -2.366, 6.380], [1.828, -0.602, 3.971], [0.547, -0.117, 5.167], [0.203, -0.132, 3.400]], "lowdin_charge": [0.76, -0.39, 0.83, -1.09, 0.62, -0.08, -0.11, -0.06, -0.29, 0.01, -0.02, -0.02, -0.12, 0.06, 0.05, -0.01, 0.02, 0.15, 0.13, 0.12, 0.12, 0.08, -0.04, -0.32, -0.02, 0.03, -0.15, -0.02, -0.06, -0.09, -0.61, 0.66, -0.22, 0.05, 0.04, 0.11, 0.06, 0.12, 0.11, 0.12, 0.11, 0.11, 0.93, -0.65, -0.07, 0.00, 0.07, -0.17, -0.04, -0.47, 0.13, -0.26, 0.13, 0.13, 0.13, -0.07, -0.13, -0.03, -0.03, -0.15, -0.04, -0.72, 0.79, 0.10, 0.09, 0.08, 0.12, 0.12, 0.10, 0.10, 0.05]}


{"formula": "C29H27CoN5O3", "method": "the ωB97M-V functional and the def2-TZVPD basis", "spin_multiplicity": 4, "homo_lumo_gap_ev": [6.979, 6.995], "max_force_ev_per_a": 2.053, "energy_ha": -3003.5722, "s2": 3.762, "e_above_lowest_ev": 0.187, "charge": 0, "symbols": ["Co", "C", "C", "C", "C", "C", "N", "C", "C", "C", "C", "C", "C", "C", "N", "C", "C", "C", "N", "C", "C", "N", "C", "C", "C", "N", "H", "H", "H", "H", "H", "H", "H", "H", "H", "H", "H", "H", "H", "H", "H", "H", "H", "H", "C", "O", "C", "C", "C", "C", "C", "C", "O", "C", "O", "C", "H", "H", "H", "H", "H", "H", "H", "H", "H"], "positions_angstrom": [[0.977, -0.174, -0.033], [-3.239, 4.382, 3.088], [-2.190, 3.701, 2.262], [-1.456, 4.371, 1.288], [-0.484, 3.716, 0.568], [-0.181, 2.350, 0.750], [0.787, 1.725, 0.028], [1.197, 2.117, -1.220], [0.330, 2.734, -2.150], [0.723, 3.020, -3.436], [2.009, 2.714, -3.877], [2.404, 2.899, -5.310], [2.880, 2.120, -2.982], [2.512, 1.815, -1.678], [3.429, 1.094, -0.888], [4.775, 1.105, -0.974], [5.253, 0.124, -0.134], [4.113, -0.447, 0.431], [3.026, 0.148, -0.034], [-0.893, 1.690, 1.793], [-1.869, 2.376, 2.504], [-0.653, 0.354, 2.172], [-1.480, -0.459, 2.870], [-0.806, -1.632, 3.115], [0.443, -1.457, 2.526], [0.517, -0.262, 1.947], [-3.642, 5.252, 2.576], [-2.817, 4.714, 4.038], [-4.057, 3.699, 3.310], [-1.647, 5.416, 1.094], [0.097, 4.273, -0.152], [-0.692, 2.922, -1.853], [0.017, 3.464, -4.125], [1.930, 3.777, -5.743], [2.082, 2.027, -5.881], [3.482, 2.990, -5.413], [3.861, 1.832, -3.328], [5.308, 1.790, -1.600], [6.275, -0.146, 0.038], [4.038, -1.250, 1.135], [-2.391, 1.867, 3.299], [-2.477, -0.192, 3.152], [-1.169, -2.496, 3.629], [1.279, -2.127, 2.501], [-1.057, -7.426, 0.560], [-0.155, -6.348, 0.601], [-0.631, -5.094, 0.338], [-1.990, -4.743, 0.336], [-2.355, -3.456, 0.041], [-1.422, -2.444, -0.251], [-1.779, -1.078, -0.452], [-3.207, -0.593, -0.316], [-0.931, -0.184, -0.722], [-0.021, -2.808, -0.272], [0.920, -1.979, -0.565], [0.318, -4.138, 0.042], [-0.444, -8.327, 0.594], [-1.640, -7.423, -0.367], [-1.745, -7.426, 1.413], [-2.755, -5.469, 0.566], [-3.409, -3.224, 0.010], [-3.867, -1.334, 0.116], [-3.569, -0.323, -1.307], [-3.219, 0.305, 0.301], [1.357, -4.427, 0.026]], "lowdin_charge": [0.69, -0.06, -0.29, -0.05, -0.02, -0.21, -0.04, -0.22, -0.02, -0.04, -0.29, -0.06, 0.01, -0.11, -0.06, -0.05, -0.05, -0.10, 0.03, -0.11, 0.00, -0.06, -0.05, -0.04, -0.11, 0.03, 0.07, 0.08, 0.07, 0.11, 0.11, 0.12, 0.11, 0.07, 0.08, 0.07, 0.11, 0.12, 0.09, 0.11, 0.11, 0.12, 0.10, 0.12, -0.09, -0.08, -0.27, -0.03, -0.02, -0.10, -0.33, 0.01, -0.03, -0.34, -0.12, 0.06, 0.09, 0.10, 0.09, 0.10, 0.10, 0.06, 0.10, 0.08, 0.13]}